Entry 1:
Formula: C38H68F2IN5O9
Source: the OMol25 dataset
Level of theory: the ωB97M-V functional and the def2-TZVPD basis

Properties
Net charge: 0
SMILES: CCCCOc1c(N=C(C)C)c(F)c(I)c2c1C(=O)C(NCCC)=C(F)C2=O.COCCNCCOC.COCCNCCOC.COCCNCCOC
Energy in a.u.: -2936.166115
LUMO energy in eV: -1.9
HOMO in Eh: -0.3062
Spin multiplicity: 1

XYZ file:
```
123
Properties=species:S:1:pos:R:3:forces:R:3
C 5.30934 6.17813 2.54128 0.037 -0.124 -0.481
C 6.76345 5.48039 2.93753 0.079 0.171 -0.565
C 7.11686 4.15614 1.98994 -1.267 -0.460 0.293
C 6.15307 2.84583 2.36712 -0.790 2.479 0.501
O 6.46475 1.77214 1.40769 -0.985 -3.056 2.722
C 6.08122 0.44338 1.92159 -2.051 -2.975 1.073
C 7.19166 -0.71758 2.38658 -1.984 0.493 -0.196
N 8.71220 -0.45968 2.33292 -2.373 -1.245 5.625
C 9.02427 -0.20647 3.67473 -0.316 -0.332 -1.488
C 10.11701 -1.14327 4.52652 -0.143 1.894 -0.105
C 8.31398 1.00473 4.56172 -0.039 -0.320 0.741
C 6.69713 -2.21635 2.93257 -1.394 1.858 -0.591
F 7.78706 -3.19219 3.30538 -3.758 3.186 -1.159
C 5.08706 -2.62990 3.09496 1.307 4.080 -1.658
I 4.47166 -4.62369 3.83211 0.752 2.125 -0.767
C 4.00214 -1.47098 2.68394 2.469 0.951 -0.343
C 4.48319 0.01771 2.09219 1.924 -1.174 0.573
C 3.29658 1.12874 1.69750 0.797 1.506 -3.262
O 3.41079 1.95449 0.65281 -0.952 -4.833 6.841
C 1.96183 1.07825 2.70442 -0.602 -2.018 0.946
N 1.33291 2.41360 3.03274 0.796 -2.075 -3.429
C -0.16372 2.43374 2.81118 -2.311 0.147 1.166
C -0.84691 2.59213 4.32331 0.409 0.636 0.099
C -2.10712 3.64150 4.36828 -0.324 -0.509 1.419
C 1.53583 -0.25501 3.22332 0.953 2.329 -0.619
F 0.39244 -0.38092 4.15618 3.287 0.273 -2.942
C 2.34587 -1.66205 2.81993 -2.058 -3.634 -0.869
O 1.71057 -2.81494 2.59326 4.042 7.291 1.712
H 4.43423 5.36893 2.56525 1.868 1.884 0.178
H 5.33065 6.59551 1.42424 0.098 -0.932 2.434
H 5.06207 7.10165 3.25366 0.518 -2.212 -1.494
H 6.76237 5.22521 4.09342 0.134 0.455 -2.431
H 7.62412 6.26455 2.69538 -1.861 -1.622 0.774
H 8.23551 3.81234 2.07573 -2.142 0.899 -0.299
H 6.80221 4.45637 0.88887 1.043 -0.737 2.163
H 6.23621 2.53340 3.49664 0.146 0.364 -2.337
H 5.03859 3.25080 2.23032 2.308 -1.230 0.101
H 9.46699 -1.95123 5.08019 1.197 1.436 -1.427
H 10.95488 -1.58349 3.83664 -1.880 0.703 1.367
H 10.58089 -0.46016 5.38420 -0.823 -1.536 -1.949
H 8.92344 1.15725 5.56045 -1.200 -0.481 -2.041
H 8.34674 2.05733 4.00730 -0.118 -2.597 0.855
H 7.19728 0.73877 4.88463 2.422 0.574 -0.885
H 1.71389 3.08364 2.29839 -0.190 -1.218 1.274
H -0.53849 3.38023 2.20479 1.283 -1.845 1.170
H -0.56912 1.49539 2.22183 0.943 1.786 1.321
H -1.14589 1.56675 4.80263 0.549 1.954 -1.105
H 0.01266 3.04716 5.01138 -1.787 -1.036 -1.602
H -2.08760 4.46846 3.53995 -0.064 -1.755 1.487
H -3.13429 3.03532 4.39876 2.191 1.520 -0.454
H -2.05245 4.18724 5.42678 -0.185 -1.051 -2.345
C -2.95234 -8.30433 -0.87780 -0.255 0.063 0.317
O -2.77575 -8.25154 0.53182 0.387 -0.133 -0.448
C -1.40038 -8.31724 0.92945 -0.116 0.386 0.662
C -0.94419 -6.96836 1.51174 -0.048 -0.306 -0.762
N -0.84295 -5.94627 0.46670 -0.144 -0.075 0.236
C -0.66453 -4.58717 0.99007 -0.243 -0.033 -0.153
C -1.80652 -4.00183 1.84430 0.399 0.443 -0.244
O -3.00986 -3.75422 1.11438 0.100 -0.369 0.382
C -3.86092 -4.88408 0.98191 -0.051 0.376 -0.210
H -4.02041 -8.41934 -1.08214 0.128 0.005 0.133
H -2.61576 -7.37573 -1.34526 0.110 -0.057 -0.193
H -2.42192 -9.15666 -1.31119 0.037 0.054 -0.049
H -0.74693 -8.64837 0.11311 -0.159 0.199 -0.032
H -1.34250 -9.07176 1.72189 0.021 0.055 -0.050
H 0.03718 -7.09744 1.98379 -0.073 0.052 -0.045
H -1.66045 -6.68002 2.28226 -0.084 -0.141 0.265
H -1.69208 -5.96126 -0.09197 0.199 -0.049 0.129
H -0.52777 -3.93544 0.11851 -0.023 0.024 0.184
H 0.26997 -4.54820 1.56108 -0.167 -0.015 0.012
H -1.47095 -3.02042 2.19949 -0.042 -0.091 -0.086
H -2.00753 -4.59046 2.74564 -0.112 -0.153 -0.110
H -3.79960 -5.56042 1.83939 0.102 -0.004 -0.084
H -3.62984 -5.41538 0.05688 -0.074 -0.275 0.068
H -4.89136 -4.52767 0.89925 0.084 0.068 0.050
C -3.39156 0.08254 -2.38874 -0.613 0.009 -0.325
O -4.54206 -0.68735 -2.06526 0.474 -0.147 0.360
C -4.34101 -1.55501 -0.94241 -0.667 0.039 0.174
C -5.16855 -1.07537 0.26247 0.721 0.054 -0.277
N -4.62511 0.16645 0.81890 -0.282 -0.051 -0.010
C -5.51028 0.80804 1.79753 0.136 0.205 -0.374
C -6.88100 1.30293 1.29483 0.179 0.334 0.420
O -6.80356 2.39859 0.38069 -0.157 -0.575 0.082
C -6.58731 2.02225 -0.97209 0.032 0.395 0.061
H -3.57438 0.58109 -3.34467 -0.040 -0.249 0.490
H -3.21563 0.85211 -1.63317 0.247 0.043 0.101
H -2.50706 -0.55209 -2.49142 0.065 0.032 0.055
H -3.28001 -1.66588 -0.68736 -0.168 0.180 0.006
H -4.71041 -2.54180 -1.24311 0.040 0.027 0.078
H -5.15429 -1.85196 1.03661 0.052 0.097 -0.045
H -6.19815 -0.94398 -0.07300 -0.212 -0.159 -0.139
H -4.46261 0.82368 0.06061 -0.009 -0.183 0.145
H -4.96256 1.67385 2.18925 -0.177 -0.044 0.010
H -5.66031 0.12382 2.64027 -0.065 -0.029 -0.096
H -7.42360 1.68571 2.16717 0.068 0.030 -0.093
H -7.50159 0.49644 0.89016 0.126 -0.014 -0.185
H -7.03984 1.05734 -1.21834 0.123 -0.008 0.074
H -5.51717 2.01005 -1.18658 0.000 -0.216 -0.206
H -7.03540 2.78515 -1.61464 -0.031 -0.028 0.145
C -3.81971 1.78239 -9.61716 0.222 -0.320 0.094
O -2.42813 1.64275 -9.36216 -0.300 0.494 -0.171
C -1.72712 2.89280 -9.36622 0.542 -0.269 0.453
C -1.25277 3.24766 -7.94646 -0.660 0.104 -0.427
N -2.38145 3.60865 -7.08460 0.249 -0.159 0.042
C -2.02762 3.70619 -5.66397 -0.324 -0.267 -0.092
C -1.54204 2.42063 -4.96537 -0.219 0.386 0.345
O -2.55049 1.41743 -4.82848 0.751 0.390 -0.683
C -2.71032 0.58424 -5.96807 -0.282 -0.082 0.220
H -4.24005 0.78354 -9.76333 0.158 0.101 0.026
H -4.32549 2.24161 -8.76428 -0.158 0.147 -0.083
H -3.99904 2.37055 -10.52134 -0.045 0.046 0.050
H -2.32139 3.70132 -9.80919 -0.090 -0.142 0.193
H -0.84396 2.75090 -9.99907 -0.054 0.039 0.057
H -0.55942 4.09534 -8.00369 -0.070 -0.063 0.037
H -0.71076 2.38686 -7.55259 0.248 -0.143 -0.106
H -3.10846 2.90485 -7.18201 0.165 0.177 -0.015
H -2.92901 4.05235 -5.14364 0.170 -0.073 0.044
H -1.27294 4.49115 -5.54082 0.036 -0.112 -0.037
H -1.26212 2.69759 -3.94221 -0.084 -0.043 -0.067
H -0.63518 2.00710 -5.41916 -0.123 -0.082 -0.159
H -1.77464 0.43353 -6.51421 -0.063 0.122 0.005
H -3.47597 0.99940 -6.62593 0.101 -0.096 -0.238
H -3.07109 -0.39112 -5.63014 0.055 0.090 0.097
```
Positions in Å, forces in eV/Å.

***

Entry 2:
Formula: C15H19F16NO5
Source: the OMol25 dataset
Level of theory: the ωB97M-V functional and the def2-TZVPD basis

Properties
Net charge: 0
SMILES: FC(F)C(F)(F)COC(F)(F)C(F)F.FC(F)C(F)(F)COC(F)(F)C(F)F.CCOC(=O)OCCN
Energy in a.u.: -2611.783087
LUMO energy in eV: 0.2
HOMO in Eh: -0.3514
Spin multiplicity: 1

XYZ file:
```
56
Properties=species:S:1:pos:R:3:forces:R:3
F -0.57241 -1.23194 0.04629 0.051 -0.122 0.073
C -0.12191 -0.00135 0.36234 -0.107 0.271 -0.111
F 0.21399 0.62673 -0.78943 0.032 -0.035 0.031
C 1.11240 -0.06701 1.26326 0.208 -0.387 -0.060
F 2.14634 -0.61825 0.59570 -0.048 -0.011 0.005
F 1.43057 1.23601 1.51635 -0.052 0.083 0.028
C 0.95637 -0.72790 2.64171 -0.019 0.210 0.596
O 1.36425 -2.07462 2.79290 0.075 -0.032 -0.618
C 0.52767 -3.12921 2.56114 0.031 0.140 0.308
F -0.75117 -2.73772 2.37510 -0.018 0.053 -0.126
F 0.54389 -3.90402 3.66710 -0.068 -0.043 0.068
C 1.01930 -4.02033 1.41316 0.076 -0.083 -0.049
F 1.15937 -3.30974 0.27888 -0.063 0.059 -0.005
F 0.10301 -4.99025 1.20294 -0.003 -0.011 -0.012
H -0.92027 0.56325 0.84665 0.000 -0.015 0.020
H 1.64628 -0.17758 3.27951 0.021 0.000 -0.015
H -0.04133 -0.56201 3.04944 -0.084 -0.031 -0.188
H 1.97830 -4.46896 1.67816 -0.012 -0.007 0.024
F -5.57287 -0.90593 3.11685 -0.080 -0.123 -0.051
C -4.52949 -0.26339 2.56672 0.122 0.155 0.056
F -4.81325 1.05944 2.53935 0.006 -0.020 0.001
C -4.26641 -0.73382 1.13325 -0.312 -0.237 -0.234
F -5.28768 -0.38396 0.33029 0.008 0.003 0.087
F -3.16770 -0.01421 0.73372 0.064 0.064 0.075
C -3.88775 -2.20676 0.90853 0.511 -0.323 -0.129
O -4.89989 -3.09630 0.47769 -0.418 0.463 0.052
C -5.70730 -3.77901 1.34498 0.299 -0.118 -0.077
F -5.30717 -3.65764 2.62228 -0.035 0.135 0.039
F -5.62059 -5.08888 1.02177 0.019 -0.102 0.043
C -7.18419 -3.40135 1.17246 -0.099 -0.007 -0.073
F -7.36529 -2.07843 1.34685 0.063 0.040 0.080
F -7.90918 -4.06066 2.10166 -0.019 -0.002 0.004
H -3.64086 -0.41656 3.18622 -0.011 -0.043 0.000
H -3.19780 -2.17786 0.06618 0.003 0.020 0.002
H -3.32537 -2.60813 1.75221 -0.141 0.086 0.137
H -7.52374 -3.68195 0.17380 0.013 -0.019 0.004
C 3.37757 0.46451 -2.41524 0.318 0.341 -0.198
C 3.32223 1.31251 -3.68077 -0.624 -0.565 -0.233
O 4.64980 1.65297 -4.10997 -0.050 0.221 0.202
C 5.11194 2.87496 -3.81454 0.417 0.036 -0.132
O 6.23930 3.06096 -3.46098 -0.113 -0.030 0.026
O 4.21853 3.86425 -4.06391 -0.386 -0.268 0.300
C 3.85841 4.67609 -2.93596 0.080 0.646 0.006
C 4.93570 5.64609 -2.45457 -0.091 -0.057 0.463
N 4.47587 6.40655 -1.28672 -0.116 -0.069 -0.208
H 3.49214 1.09923 -1.53460 -0.091 -0.128 0.073
H 2.47913 -0.14798 -2.32798 0.042 0.118 0.115
H 4.25488 -0.18136 -2.47314 -0.126 -0.104 0.018
H 2.69588 2.19598 -3.56015 0.186 0.074 0.004
H 2.87131 0.73116 -4.48873 0.222 0.058 -0.037
H 3.51880 4.06836 -2.08987 0.100 -0.240 -0.114
H 2.99851 5.26012 -3.27491 0.023 -0.132 -0.043
H 5.19089 6.34190 -3.25387 0.104 -0.068 -0.006
H 5.83034 5.10255 -2.14975 -0.012 0.063 -0.250
H 3.60354 6.88506 -1.48476 0.043 0.061 -0.014
H 4.28711 5.77640 -0.51558 0.061 0.031 0.043
```
Positions in Å, forces in eV/Å.